Record 1
{"formula": "C4H7NO", "method": "ωB97M-V/def2-TZVPD", "symbols": ["C", "N", "C", "C", "C", "O", "H", "H", "H", "H", "H", "H", "H"], "xyz": [[2.101, 0.130, -0.633], [0.781, -0.308, -1.029], [-1.917, 1.387, 0.946], [-0.049, -0.592, -0.117], [-1.400, -1.110, -0.488], [-2.146, -1.591, 0.336], [2.377, 1.010, -1.221], [2.815, -0.663, -0.883], [2.188, 0.361, 0.439], [-2.308, 0.886, 1.862], [-0.972, 1.845, 1.319], [0.169, -0.530, 0.963], [-1.642, -1.045, -1.564]], "mulliken_charge": [-0.70, -0.39, -0.40, 0.02, -0.10, -0.45, 0.25, 0.27, 0.31, 0.23, 0.20, 0.43, 0.33], "total_energy_ev": -7793.15188, "charge": 0, "relative_energy_kcal_mol": 149.7, "largest_force_ev_per_a": 0.67, "homo_lumo_gap_ev": [8.669, 8.695]}

***

Record 2
{"formula": "C4H7NO", "method": "ωB97M-V/def2-TZVPD", "symbols": ["C", "C", "C", "N", "C", "O", "H", "H", "H", "H", "H", "H", "H"], "xyz": [[1.368, -0.696, -0.182], [-0.040, -0.163, -0.391], [-0.349, 1.271, 0.069], [-0.193, 0.919, -1.332], [-1.066, -0.784, 0.435], [-2.153, -1.270, 0.395], [1.459, -1.702, -0.609], [2.077, -0.034, -0.684], [1.632, -0.759, 0.883], [-1.379, 1.501, 0.366], [0.196, 1.121, 1.220], [-1.092, 0.970, -1.828], [-0.460, -0.375, 1.659]], "mulliken_charge": [-1.18, 0.72, -0.73, -0.55, 0.29, -0.45, 0.35, 0.38, 0.26, 0.28, 0.30, 0.31, 0.02], "total_energy_ev": -7793.75282, "charge": 0, "relative_energy_kcal_mol": 135.9, "largest_force_ev_per_a": 4.01, "homo_lumo_gap_ev": 9.905}

***

Record 3
{"formula": "C4H7NO", "method": "ωB97M-V/def2-TZVPD", "symbols": ["C", "C", "C", "C", "H", "H", "H", "H", "H", "H", "H", "N", "O"], "xyz": [[-1.065, 0.214, -1.602], [-0.696, -0.413, -0.315], [-1.458, -0.728, 0.716], [0.701, -0.592, -0.391], [-1.025, -0.385, -2.538], [-0.743, 1.341, -1.696], [-2.080, 0.512, -1.579], [-0.919, -1.218, 1.511], [-2.448, -0.708, 0.963], [1.415, -0.926, -1.164], [0.183, 0.883, 1.073], [1.581, 0.235, 0.284], [1.207, 0.996, 1.375]], "mulliken_charge": [-1.22, -0.13, -0.55, 0.02, 0.31, 0.27, 0.41, 0.31, 0.42, 0.38, 0.41, -0.37, -0.27], "total_energy_ev": -7794.30235, "charge": 0, "relative_energy_kcal_mol": 123.2, "largest_force_ev_per_a": 8.25, "homo_lumo_gap_ev": 10.014}

***

Record 4
{"formula": "C4H7NO", "method": "ωB97M-V/def2-TZVPD", "symbols": ["O", "C", "N", "C", "C", "C", "H", "H", "H", "H", "H", "H", "H"], "xyz": [[1.685, 0.281, 0.758], [1.311, -0.268, -0.461], [0.313, 0.311, -1.328], [-0.607, 1.108, -0.463], [-1.102, -0.143, 0.278], [-0.011, -0.918, -0.480], [2.137, -0.715, -1.014], [-0.080, 1.836, 0.160], [-1.347, 1.611, -1.086], [-1.150, -0.118, 1.377], [-2.080, -0.460, -0.093], [-0.146, -1.927, -0.856], [1.165, -0.338, 1.280]], "mulliken_charge": [-0.51, 0.16, -0.53, -0.20, -0.62, -0.39, 0.36, 0.25, 0.31, 0.26, 0.25, 0.33, 0.34], "total_energy_ev": -7796.47467, "charge": 0, "relative_energy_kcal_mol": 73.1, "largest_force_ev_per_a": 1.40, "homo_lumo_gap_ev": 10.090}

***

Record 5
{"formula": "C4H7NO", "method": "ωB97M-V/def2-TZVPD", "symbols": ["C", "C", "C", "C", "N", "O", "H", "H", "H", "H", "H", "H", "H"], "xyz": [[-0.272, 0.968, -0.096], [0.992, 1.235, 0.067], [1.982, 0.106, -0.014], [-1.932, -0.827, 0.489], [-1.094, -0.206, -0.556], [-1.397, -0.385, -1.723], [1.334, 2.241, 0.398], [2.905, 0.648, -0.363], [2.093, -0.463, 0.862], [1.849, -0.561, -0.879], [-2.467, -1.597, -0.102], [-1.263, -1.056, 1.180], [-2.730, -0.103, 0.737]], "mulliken_charge": [-0.14, -0.19, -0.93, -0.90, 0.53, -0.55, 0.34, 0.31, 0.28, 0.30, 0.31, 0.35, 0.30], "total_energy_ev": -7792.44073, "charge": 0, "relative_energy_kcal_mol": 32.2, "largest_force_ev_per_a": 6.01, "multiplicity": 3, "homo_lumo_gap_ev": [8.159, 8.880]}

***

Record 6
{"formula": "C4H7NO2", "method": "ωB97M-V/def2-TZVPD", "symbols": ["O", "C", "C", "N", "C", "C", "O", "H", "H", "H", "H", "H", "H", "H"], "xyz": [[-1.692, 0.393, 1.947], [-1.184, -0.283, 1.076], [-0.354, 0.609, -0.915], [0.178, -0.661, -1.408], [1.096, -0.774, -0.276], [0.153, 0.127, 0.539], [0.777, 0.916, 1.478], [0.063, 1.096, 2.124], [-1.738, -1.016, 0.475], [-1.415, 0.721, -1.194], [0.167, 1.544, -1.148], [0.577, -0.666, -2.338], [2.040, -0.213, -0.415], [1.333, -1.792, 0.054]], "mulliken_charge": [-0.56, -0.17, -0.81, -0.43, -0.63, 0.93, -0.64, 0.40, 0.43, 0.35, 0.32, 0.23, 0.30, 0.28], "total_energy_ev": -9844.77243, "charge": 0, "relative_energy_kcal_mol": 57.8, "largest_force_ev_per_a": 0.68, "homo_lumo_gap_ev": 10.394}

***

Record 7
{"formula": "C4H7NO2", "method": "ωB97M-V/def2-TZVPD", "symbols": ["C", "C", "C", "O", "C", "O", "N", "H", "H", "H", "H", "H", "H", "H"], "xyz": [[1.452, 0.735, -0.218], [0.207, 0.045, -0.683], [0.237, -2.341, 0.081], [1.337, -2.585, 0.239], [-0.991, 0.163, -0.070], [-1.981, -0.741, -0.258], [-1.284, 1.106, 0.892], [1.401, 0.937, 0.859], [2.326, 0.091, -0.382], [1.643, 1.681, -0.738], [0.242, -0.533, -1.601], [-1.507, -1.603, -0.230], [-0.857, 2.010, 0.753], [-2.250, 1.136, 1.184]], "mulliken_charge": [-1.30, -0.40, 0.01, -0.16, 0.33, -0.53, -0.45, 0.36, 0.32, 0.35, 0.56, 0.43, 0.23, 0.25], "total_energy_ev": -9845.60011, "charge": 0, "relative_energy_kcal_mol": 38.7, "largest_force_ev_per_a": 1.56, "homo_lumo_gap_ev": 8.799}

***

Record 8
{"formula": "C4H7NO2", "method": "ωB97M-V/def2-TZVPD", "symbols": ["C", "C", "O", "C", "C", "N", "O", "H", "H", "H", "H", "H", "H", "H"], "xyz": [[-2.185, 0.515, -0.039], [-0.872, -0.145, 0.370], [-0.361, -0.882, -0.611], [1.054, -1.055, -0.404], [1.576, 0.319, 0.045], [2.827, 0.588, -0.138], [0.557, 0.980, 0.623], [-2.263, 1.459, 0.500], [-3.087, -0.084, 0.207], [-2.197, 0.703, -1.120], [-0.867, -0.589, 1.378], [1.377, -1.473, -1.363], [1.206, -1.821, 0.377], [3.236, 1.486, 0.173]], "mulliken_charge": [-1.19, 0.51, -0.35, -0.28, 0.52, -0.66, -0.54, 0.34, 0.31, 0.31, 0.29, 0.25, 0.24, 0.25], "total_energy_ev": -9844.93984, "charge": 0, "relative_energy_kcal_mol": 54.0, "largest_force_ev_per_a": 1.74, "homo_lumo_gap_ev": 10.462}

***

Record 9
{"formula": "C4H7NO2", "method": "ωB97M-V/def2-TZVPD", "symbols": ["C", "C", "C", "O", "C", "O", "N", "H", "H", "H", "H", "H", "H", "H"], "xyz": [[1.146, -1.376, -0.102], [0.280, -0.211, -0.503], [0.894, 1.182, -0.593], [0.530, 0.334, -1.744], [-0.726, 0.273, 0.457], [-0.136, 0.693, 1.522], [-2.045, 0.324, 0.305], [2.171, -1.169, -0.425], [1.137, -1.537, 0.981], [0.791, -2.288, -0.596], [0.110, 1.963, -0.590], [0.916, 0.989, 0.878], [-2.607, 0.861, 0.950], [-2.459, -0.038, -0.540]], "mulliken_charge": [-1.27, 1.02, -1.02, -0.38, 0.36, -0.54, -0.36, 0.35, 0.32, 0.31, 0.26, 0.46, 0.26, 0.23], "total_energy_ev": -9841.41765, "charge": 0, "relative_energy_kcal_mol": 135.2, "largest_force_ev_per_a": 0.39, "homo_lumo_gap_ev": 8.605}

***

Record 10
{"formula": "C4H7NO2", "method": "ωB97M-V/def2-TZVPD", "symbols": ["C", "C", "C", "C", "N", "O", "O", "H", "H", "H", "H", "H", "H", "H"], "xyz": [[0.965, -0.828, -0.533], [0.981, -0.455, 0.934], [0.140, 0.305, 0.044], [-1.080, 0.878, -0.369], [1.424, 2.173, -0.286], [0.656, 3.052, -0.639], [2.601, 2.042, -0.008], [1.704, -0.705, -1.277], [0.396, -1.605, -0.928], [0.571, -1.215, 1.608], [1.803, 0.130, 1.348], [-1.528, 0.674, -1.317], [-0.863, 2.006, -0.572], [-1.992, 0.941, 0.236]], "mulliken_charge": [-0.75, -0.49, 0.74, -0.95, 0.56, -0.55, -0.49, 0.24, 0.28, 0.25, 0.22, 0.34, 0.30, 0.29], "total_energy_ev": -9840.04671, "charge": 0, "relative_energy_kcal_mol": 166.8, "largest_force_ev_per_a": 4.70, "homo_lumo_gap_ev": [8.634, 8.634]}

***

Record 11
{"formula": "C4H7NO2", "method": "ωB97M-V/def2-TZVPD", "symbols": ["C", "C", "N", "O", "C", "C", "O", "H", "H", "H", "H", "H", "H", "H"], "xyz": [[2.123, 0.757, 0.133], [0.652, 0.447, -0.018], [0.099, 0.118, -1.098], [-0.159, 0.355, 1.073], [-1.177, -0.650, 0.792], [-2.121, -0.273, -0.344], [-2.640, -1.090, -1.069], [2.473, 0.745, 1.163], [2.641, -0.028, -0.432], [2.405, 1.699, -0.356], [0.501, -0.507, -1.747], [-0.700, -1.598, 0.512], [-1.740, -0.796, 1.718], [-2.395, 0.800, -0.370]], "mulliken_charge": [-0.99, 0.67, -0.55, -0.35, -0.42, 0.19, -0.52, 0.29, 0.29, 0.28, 0.19, 0.29, 0.31, 0.33], "total_energy_ev": -9844.81807, "charge": 0, "relative_energy_kcal_mol": 56.8, "largest_force_ev_per_a": 1.80, "homo_lumo_gap_ev": 10.164}

***

Record 12
{"formula": "C4H7NO2", "method": "ωB97M-V/def2-TZVPD", "symbols": ["N", "C", "O", "C", "C", "C", "O", "H", "H", "H", "H", "H", "H", "H"], "xyz": [[0.965, 1.166, 0.879], [0.518, -0.019, 1.389], [0.205, -0.134, 2.558], [0.267, -1.106, 0.345], [-0.901, -0.589, -0.467], [-0.658, 0.398, -1.509], [-1.066, -0.940, -1.823], [0.951, 1.978, 1.471], [1.401, 1.248, -0.019], [0.035, -2.037, 0.868], [1.132, -1.269, -0.309], [-1.836, -0.525, 0.089], [0.371, 0.636, -1.800], [-1.382, 1.195, -1.672]], "mulliken_charge": [-0.34, 0.53, -0.60, -0.72, 0.09, -0.46, -0.45, 0.21, 0.20, 0.24, 0.32, 0.40, 0.33, 0.24], "total_energy_ev": -9845.70183, "charge": 0, "relative_energy_kcal_mol": 36.4, "largest_force_ev_per_a": 0.41, "homo_lumo_gap_ev": 10.718}